39
Properties=species:S:1:pos:R:3:nbo_charge:R:1 method="wB97M-V/def2-TZVPD" homo_ev=-5.816 orbital_gap_ev=2.35
C 2.858 -0.946 -0.465 -0.632
C 3.042 0.619 -0.138 -0.454
C 1.764 1.532 -0.447 -0.093
O 1.182 1.343 -1.768 -0.541
C -0.272 1.360 -1.706 -0.108
C -0.703 -0.209 -1.721 0.030
C -1.104 -0.974 -0.416 -0.028
C -1.118 -0.124 0.939 0.768
O -0.305 -0.280 1.869 -0.435
O -2.128 0.913 1.027 -0.716
B -3.377 0.269 1.394 1.219
N -4.739 0.834 1.180 -1.096
O -3.249 -1.037 2.056 -0.945
C -1.452 -2.481 -0.538 -0.186
C -1.379 -3.124 -1.971 0.068
N -1.039 -2.392 -3.163 -0.489
C -0.707 -0.981 -3.080 0.104
S -0.257 0.001 -4.605 0.044
H 3.422 -1.275 -1.422 0.207
H 3.378 -1.526 0.394 0.230
H 1.776 -1.314 -0.484 0.177
H 3.251 0.689 1.009 0.295
H 3.937 1.029 -0.746 0.210
H 1.036 1.409 0.426 0.189
H 2.126 2.633 -0.406 0.206
H -0.676 1.897 -0.781 0.233
H -0.733 1.903 -2.616 0.220
H -4.708 1.744 0.689 0.393
H -5.141 0.994 2.128 0.406
H -3.232 -0.789 3.019 0.512
H -1.722 -3.100 0.392 0.299
H -1.605 -4.243 -2.052 0.261
H -1.013 -2.857 -4.094 0.465
H -1.502 0.525 -5.010 0.175
C 3.087 1.844 4.457 0.928
O 2.450 1.199 5.335 -0.841
O 2.783 1.402 3.202 -0.788
O 3.907 2.774 4.557 -0.771
H 2.162 0.735 3.556 0.482

37
Properties=species:S:1:pos:R:3:lowdin_spin:R:1 method="wB97M-V/def2-TZVPD" e_above_lowest_kcal_mol=6.3 multiplicity=3 homo_ev="-7.533 / -8.429" orbital_gap_ev="7.74 / 6.87"
H 1.176 3.210 1.479 0.000
N 0.939 1.714 0.004 0.161
B 0.396 0.523 -2.259 0.001
N 0.744 1.734 -1.361 0.014
C 0.836 3.003 -1.791 0.001
Pt 1.512 0.215 1.174 1.222
H 0.782 3.196 -2.862 0.001
C 1.022 3.834 -0.689 0.003
H 1.118 4.903 -0.683 0.001
C 1.071 3.003 0.424 0.005
H 0.586 0.770 -3.411 0.000
C -2.201 -2.739 3.518 0.000
H -1.560 -3.186 4.286 0.000
H -1.592 -2.181 2.789 0.001
H -2.721 -3.555 3.013 0.000
N -1.090 0.140 -2.002 0.000
N 1.316 -0.617 -1.771 0.000
N -1.438 -0.035 -0.683 -0.001
N 1.713 -0.834 -0.467 0.081
C -2.153 -0.128 -2.783 0.000
C 1.942 -1.506 -2.563 0.024
H -2.069 -0.016 -3.851 0.000
H 1.893 -1.389 -3.640 0.001
C -3.212 -0.499 -1.948 0.000
C 2.625 -2.403 -1.748 0.008
C -2.684 -0.435 -0.632 0.000
C 2.437 -1.981 -0.435 0.055
H -4.202 -0.762 -2.221 0.000
H 3.216 -3.229 -2.080 0.000
H -3.141 -0.674 0.319 0.000
H 2.809 -2.371 0.499 0.019
H -2.931 -2.120 3.990 0.000
C 0.571 0.865 3.739 0.055
O 0.327 1.264 2.410 0.298
H 1.315 0.055 3.662 0.035
H -0.339 0.518 4.264 0.002
H 0.986 1.713 4.310 0.013

55
Properties=species:S:1:pos:R:3:nbo_charge:R:1 method="wB97M-V/def2-TZVPD" homo_ev=-9.816 orbital_gap_ev=9.37
N 0.106 1.222 -0.091 -0.825
C -1.043 1.329 -0.997 0.668
O -1.298 2.462 -1.489 -0.584
C -1.991 0.138 -1.430 -0.508
C -1.309 -1.023 -2.301 -0.876
Si 0.348 -0.606 -3.148 1.079
C 1.625 -1.956 -2.554 -0.519
O 2.377 -2.527 -3.696 -0.374
N 1.475 -3.266 -4.404 0.348
O 1.841 -3.311 -5.538 -0.278
H 0.336 0.208 -0.092 0.354
H 0.891 1.642 -0.628 0.396
H -2.914 0.531 -1.963 0.254
H -2.385 -0.360 -0.470 0.234
H -2.053 -1.281 -3.141 0.259
H -1.233 -1.980 -1.672 0.247
H 0.942 0.680 -2.799 -0.174
H 0.268 -0.749 -4.612 -0.151
H 1.027 -2.808 -2.064 0.213
H 2.348 -1.496 -1.791 0.227
C 2.753 1.226 3.251 -0.492
Br 2.054 2.985 2.834 0.092
Br 2.429 -0.041 1.818 0.065
Br 4.629 1.290 3.736 0.093
H 2.211 0.868 4.124 0.229
C -5.742 0.083 1.284 -0.490
Br -4.052 0.864 1.830 0.088
Br -5.726 -0.451 -0.579 0.091
Br -6.269 -1.378 2.445 0.092
H -6.498 0.859 1.386 0.226
C -0.160 2.047 6.299 -0.493
Br -1.310 2.304 7.838 0.097
Br 1.261 0.779 6.667 0.083
Br -1.171 1.559 4.719 0.095
H 0.313 3.005 6.092 0.229
C -9.693 -2.193 -1.727 -0.489
Br -9.543 -0.566 -0.684 0.088
Br -9.841 -1.820 -3.625 0.079
Br -8.248 -3.427 -1.344 0.099
H -10.617 -2.681 -1.426 0.227
C 8.969 0.663 4.710 -0.494
Br 8.271 2.423 4.295 0.095
Br 8.635 -0.599 3.275 0.088
Br 10.846 0.727 5.191 0.091
H 8.428 0.303 5.582 0.225
C 10.428 4.375 1.016 -0.493
Br 8.977 5.590 0.591 0.087
Br 11.206 4.760 2.749 0.088
Br 9.881 2.522 0.868 0.092
H 11.207 4.538 0.274 0.225
C -6.683 -3.406 -5.711 -0.491
Br -4.999 -2.617 -5.158 0.080
Br -6.652 -3.934 -7.576 0.092
Br -7.205 -4.872 -4.556 0.092
H -7.444 -2.635 -5.610 0.226

35
Properties=species:S:1:pos:R:3:nbo_charge:R:1 method="wB97M-V/def2-TZVPD" e_above_lowest_kcal_mol=51.1 total_charge=-2 homo_ev=1.042 orbital_gap_ev=2.94
C -0.752 0.738 -1.313 -0.081
C -1.583 -0.425 -1.287 -0.154
C -0.760 -1.546 -0.987 -0.148
C -3.061 -0.470 -1.422 -0.616
C 0.599 -1.111 -1.066 -0.138
C 0.623 0.314 -1.255 -0.113
C 1.838 1.140 -1.337 -0.709
C -1.248 2.087 -1.633 -0.639
C -1.259 -2.902 -0.628 -0.614
C 1.754 -2.008 -0.972 -0.615
Zr 0.613 1.263 2.755 2.079
Cl -1.434 0.220 2.209 -0.442
Cl 0.025 3.446 1.904 -0.523
O 1.766 -0.001 1.867 -1.030
H -3.533 0.498 -1.207 0.187
H -3.514 -1.261 -0.810 0.181
H -3.333 -0.708 -2.455 0.164
H -2.067 -2.828 0.123 0.182
H -0.440 -3.495 -0.202 0.188
H -1.660 -3.517 -1.463 0.158
H 1.561 -2.801 -0.250 0.178
H 2.610 -1.425 -0.670 0.190
H 2.023 -2.468 -1.929 0.162
H 2.667 0.490 -1.017 0.170
H 1.907 2.099 -0.616 0.325
H 2.009 1.401 -2.411 0.143
H -2.106 2.362 -1.005 0.179
H -1.549 2.180 -2.689 0.159
H -0.450 2.810 -1.441 0.211
H 2.696 -0.285 1.729 0.513
O 2.474 2.477 0.657 -1.206
H 2.738 3.427 0.635 0.415
Se 0.121 -0.652 7.443 -0.195
C 0.276 0.195 5.902 0.228
N 0.449 0.755 4.841 -0.791